Entry 1:
12 unconnected molecules or ions with the total composition C36H62O36 at a distorted geometry. Source: the Open Molecules 2025 dataset; level of theory: wB97M-V/def2-TZVPD.

Kohn-Sham gap = 10.396 eV
Energy above the lowest of the compared OMol25 structures with the same formula, charge and spin = 154.5 kcal/mol

Structure (XYZ):
```
134
Properties=species:S:1:pos:R:3:forces:R:3
O -17.775 -4.052 18.415 1.848 2.522 2.085
O -21.291 3.212 13.208 2.862 1.271 -1.477
O -19.129 4.148 13.214 -1.224 -0.474 -0.360
O -10.317 -3.880 28.267 1.903 -2.620 2.134
O -17.063 -1.254 10.406 0.764 0.478 0.490
O -15.841 -2.965 9.573 0.047 0.673 0.911
O -10.915 -6.722 17.760 -0.247 -1.649 0.694
O -11.167 -4.506 18.077 -0.356 -1.799 -1.618
O -9.162 11.145 11.179 0.913 1.729 2.370
O -10.286 10.622 9.413 -3.536 3.132 -0.129
O -10.517 12.564 25.143 -0.350 -1.293 0.551
O -11.385 10.776 26.276 -0.522 0.298 1.387
O -17.950 -5.727 16.947 -0.191 0.951 1.276
O -9.321 -4.518 30.260 0.950 0.508 -1.335
O -12.221 4.598 18.003 -1.600 -2.050 2.136
O -8.898 -5.711 28.414 -0.924 1.617 -0.528
O -16.197 12.190 15.084 -0.727 -0.789 -2.675
O -12.310 2.391 17.309 -0.073 1.524 1.610
O -10.713 12.613 10.491 0.582 -2.044 0.116
O -12.128 2.980 19.572 -0.196 1.511 -1.667
O -4.840 -1.281 22.787 0.321 -0.426 -2.811
O -11.115 -5.503 16.029 -0.073 -1.628 -0.248
O -5.469 5.738 17.307 2.029 4.271 -0.588
O -11.170 10.650 24.198 -0.247 -1.612 -2.106
O -16.679 10.834 13.323 -0.469 -2.030 0.333
O -3.862 -0.674 24.692 0.369 0.105 -0.097
O -13.797 2.592 31.227 -0.052 0.129 1.237
O -3.672 6.940 18.031 -1.091 -0.103 0.515
O -13.014 2.191 33.238 -1.255 0.550 -2.758
O -4.377 0.718 22.971 0.697 2.830 -0.071
O -19.476 -4.192 17.120 -2.525 0.184 -1.070
O -5.087 7.956 16.738 -1.379 1.590 -1.435
O -14.808 -1.130 10.218 0.576 1.568 0.933
O -16.540 12.976 12.989 -0.703 1.173 0.532
O -11.514 2.894 31.507 -4.355 -0.840 1.933
O -20.071 3.609 11.350 1.671 0.656 -1.523
C -12.674 2.626 31.942 3.571 -0.410 -0.061
C -5.578 -2.297 23.321 -0.982 -1.586 1.196
C -11.129 -5.507 17.342 0.956 3.545 2.194
C -12.127 2.061 34.309 1.766 0.943 -0.105
C -18.376 -4.723 17.489 2.174 -4.381 -2.599
C -15.888 -1.876 10.100 -1.498 -0.902 -2.029
C -12.266 3.234 18.188 1.054 -0.989 0.559
C -16.934 10.992 11.948 -0.599 0.676 -1.159
C -4.827 6.815 17.314 -0.525 -4.378 1.763
C -14.821 0.225 10.814 0.213 -0.725 0.110
C -16.478 11.992 13.910 1.251 1.610 2.783
C -13.825 2.758 29.810 0.383 -0.312 -0.079
C -11.851 5.073 16.766 1.985 0.204 -2.213
C -8.612 9.997 10.725 1.522 -3.573 -0.256
C -19.105 4.335 14.665 -0.517 -0.374 -0.894
C -19.610 -2.929 17.687 -1.504 0.286 0.388
C -18.295 -1.865 10.037 -0.775 -0.259 -0.225
C -10.893 -7.047 19.173 1.092 -0.498 -0.376
C -4.036 1.995 23.608 -0.002 0.132 0.100
C -17.228 12.518 11.860 1.351 -1.794 -1.813
C -9.360 9.658 9.442 1.936 -1.184 0.345
C -8.194 -5.378 30.582 -1.536 -1.411 1.818
C -3.242 8.307 18.027 1.213 -1.002 -0.444
C -21.022 3.445 10.328 -1.210 -0.160 -0.135
C -18.372 -2.729 18.532 -0.632 -0.240 -0.597
C -7.996 -6.276 29.365 -0.908 0.280 -0.402
C -4.252 -0.452 23.575 -0.279 1.479 2.068
C -10.657 10.890 22.867 0.603 -0.182 0.179
C -9.605 -4.640 28.924 -0.309 1.441 -1.349
C -4.224 9.051 17.146 0.076 -1.066 0.336
C -11.902 1.657 20.067 -0.853 -0.840 -0.903
C -11.036 -4.333 15.272 -0.427 1.108 0.163
C -11.295 11.499 27.505 0.786 0.004 1.203
C -10.134 11.554 10.427 -1.544 1.784 -2.392
C -10.969 11.427 25.214 0.782 2.784 -0.837
C -20.265 3.619 12.615 -2.204 -0.541 4.009
H -6.402 -2.505 22.639 0.073 0.021 0.057
H -11.885 -7.252 19.573 0.104 0.474 -0.083
H -20.449 3.448 9.401 -0.160 -0.376 0.168
H -2.293 8.164 17.510 0.386 0.976 0.421
H -12.707 1.017 19.705 0.246 -0.256 -0.407
H -4.696 2.796 23.274 -0.584 -0.659 -0.520
H -12.205 4.616 15.842 -0.801 -0.635 0.496
H -14.862 2.577 29.527 0.113 0.133 0.111
H -18.602 -1.630 9.018 0.682 -0.108 -0.338
H -18.992 5.399 14.873 0.000 -0.080 -0.141
H -10.778 4.885 16.722 0.314 0.427 -0.319
H -18.591 -2.490 19.573 0.272 -0.193 -0.144
H -12.155 12.074 27.849 -0.434 -0.030 -0.947
H -11.835 -3.651 15.564 -0.169 -0.008 -0.228
H -10.351 9.917 22.484 -0.264 -0.094 0.163
H -11.449 1.216 34.194 -0.171 -0.164 -0.069
H -18.321 -2.946 10.175 0.334 0.124 0.045
H -11.509 2.958 34.339 0.236 0.018 0.174
H -8.687 9.810 8.598 -0.113 -0.617 -0.295
H -13.798 0.506 11.065 0.159 -0.681 -0.082
H -19.110 -1.414 10.602 0.449 0.054 0.584
H -4.997 -3.207 23.473 0.078 -0.028 -0.010
H -3.679 9.470 16.300 -0.618 0.049 -0.168
H -6.993 -6.252 28.939 -0.071 -0.110 0.148
H -10.295 -7.957 19.222 -0.449 -0.390 -0.344
H -18.290 12.738 11.752 0.065 0.321 0.689
H -3.143 8.712 19.034 0.050 -0.245 -0.067
H -8.633 -5.900 31.432 0.180 -0.763 -0.100
H -8.404 -7.283 29.452 0.704 -0.171 0.595
H -16.687 12.832 10.968 -0.294 0.630 0.061
H -12.647 2.006 35.265 -0.439 -0.162 -0.428
H -10.243 -6.406 19.768 -0.743 0.842 -0.171
H -8.748 9.193 11.448 -0.020 0.121 0.291
H -11.140 -4.665 14.239 0.092 0.274 0.128
H -19.663 -2.300 16.799 -0.474 0.729 0.678
H -9.749 11.494 22.850 -0.256 0.311 0.397
H -15.117 1.003 10.111 -0.675 -0.418 -0.047
H -17.920 -1.885 18.010 1.504 -0.457 0.536
H -10.440 12.174 27.502 -0.046 -0.084 -0.183
H -7.544 10.022 10.509 0.060 0.702 0.338
H -11.148 10.773 28.305 0.145 -0.251 -0.286
H -10.112 -3.784 15.451 0.215 -0.264 -0.106
H -13.205 1.984 29.358 0.119 0.192 -0.110
H -4.142 2.031 24.693 0.210 -0.781 -0.014
H -13.510 3.753 29.494 0.087 -0.077 0.156
H -7.303 -4.994 31.079 0.010 1.233 -0.985
H -20.047 3.967 15.073 0.175 -0.026 0.127
H -21.659 2.574 10.484 0.475 -0.388 -0.120
H -4.797 9.794 17.701 -0.145 -0.083 -0.336
H -21.753 4.251 10.263 0.308 0.478 0.346
H -10.928 1.263 19.778 -0.082 0.131 -0.147
H -16.093 10.667 11.335 0.509 0.342 0.379
H -15.376 0.201 11.753 -0.275 0.201 -0.345
H -12.017 1.567 21.148 0.219 1.016 0.014
H -3.066 2.398 23.318 0.329 -0.793 0.024
H -9.826 8.674 9.498 0.193 -0.062 -0.388
H -18.243 3.785 15.043 -0.164 0.011 0.000
H -17.745 10.395 11.530 -0.373 -0.139 0.873
H -20.472 -2.979 18.353 -0.470 0.596 -0.554
H -5.955 -1.963 24.287 -0.236 -0.301 0.081
H -11.393 11.301 22.176 -0.200 0.145 0.477
H -12.022 6.139 16.616 -0.214 -0.047 0.834
```
Forces are in eV/Å.



Entry 2:
9 unconnected molecules or ions with the total composition C36H63N9 at a distorted geometry. Source: the Open Molecules 2025 dataset; level of theory: wB97M-V/def2-TZVPD.

Kohn-Sham gap (alpha / beta) = 10.647 / 2.764 eV
Net charge = +1
<S²> = 0.757
Energy above the lowest of the compared OMol25 structures with the same formula, charge and spin = 75.4 kcal/mol
Spin multiplicity = 2

Structure (XYZ):
```
108
Properties=species:S:1:pos:R:3:forces:R:3
N 1.606 8.213 2.185 -0.116 -2.350 -0.694
N -3.934 -5.066 -2.009 -2.309 -0.558 1.995
N 0.506 -1.190 -7.192 0.319 1.587 1.818
N -2.156 4.073 -1.215 -1.616 -0.997 0.774
N -0.128 0.212 -1.961 -0.080 0.221 1.941
N 3.532 0.477 0.224 0.016 -4.120 1.402
N -3.862 -3.740 0.641 0.800 -0.227 4.230
N 0.375 0.370 5.779 -0.164 -0.552 0.128
N -4.424 -1.785 -2.681 1.772 1.810 -1.688
C 3.467 -1.951 1.250 0.688 0.219 0.422
C -1.215 4.589 -1.578 1.989 1.653 -0.977
C 2.532 -0.937 3.442 0.544 -0.723 0.617
C -0.872 -2.323 7.686 0.179 0.897 0.093
C 2.892 3.571 1.768 -0.108 -1.228 0.322
C -3.101 -4.899 -2.767 3.933 1.756 -3.886
C 3.567 0.267 -4.823 0.660 -0.153 -0.308
C 0.710 3.947 -2.881 -0.610 -0.473 -0.794
C -0.483 -3.261 -2.342 -0.192 0.239 -0.971
C -3.138 0.027 -5.627 -0.013 1.000 0.986
C 2.162 0.384 -4.300 -0.074 -0.206 0.228
C -1.045 1.290 1.334 0.572 0.575 -1.664
C -3.753 -1.006 -3.319 -1.034 -1.118 0.761
C -0.008 0.417 -0.818 0.151 0.445 -2.035
C 1.634 4.306 -4.069 1.852 0.460 1.468
C 1.563 7.076 1.917 0.024 1.591 1.235
C 1.093 0.668 -5.392 -0.245 -0.522 1.051
C -3.380 -2.705 4.022 1.410 1.056 0.454
C 1.584 5.624 1.600 0.920 1.322 -0.731
C -2.974 -0.017 -4.099 -1.270 -0.960 0.548
C -0.606 -4.415 -3.433 1.315 1.009 3.014
C 0.027 5.163 -2.148 -0.271 -1.613 -1.328
C -3.593 -3.985 3.250 1.366 -1.069 -0.122
C 0.759 -0.385 -6.383 0.483 -1.173 -1.365
C 3.534 -0.631 0.651 -0.086 4.976 -1.279
C 3.529 -1.922 2.802 -0.728 0.743 -0.056
C -2.042 -4.625 -3.814 -0.197 -0.608 -0.460
C -2.219 -1.767 3.476 -1.484 0.132 -0.422
C 3.046 5.028 1.708 -1.173 1.677 -0.204
C 0.177 0.721 0.609 -0.620 -0.213 -0.916
C -0.512 1.572 2.686 -1.588 -0.903 3.101
C 0.124 -2.107 6.558 -0.259 1.613 -0.705
C -3.037 -1.257 -6.362 0.359 -0.393 -0.758
C 0.246 -0.715 6.150 0.379 1.674 0.314
C -3.720 -3.848 1.814 -1.752 0.558 -4.559
C -0.319 -2.012 9.075 0.415 -1.632 -0.858
H -3.214 -1.009 -7.408 -0.021 -0.332 -0.109
H 0.619 5.653 -1.375 0.098 -0.114 -0.312
H 0.997 3.231 -2.111 1.310 0.162 -0.128
H 3.863 3.076 1.763 -0.241 -0.303 0.236
H -3.103 0.950 -3.612 -0.148 0.207 0.138
H -0.090 -0.963 9.263 -0.270 -0.151 0.026
H -4.295 -2.120 4.111 -0.006 -0.015 -0.234
H 3.916 1.106 -5.426 -0.451 0.204 -0.218
H 1.889 -0.478 -3.690 -0.059 -0.558 -0.520
H 0.963 1.443 0.830 0.346 -0.294 -0.767
H -1.692 -1.607 7.621 -0.520 -0.572 -0.838
H 2.874 -0.879 4.475 -0.342 0.257 0.186
H 3.478 5.428 2.626 0.022 -0.119 0.079
H -1.050 -2.482 9.733 0.302 0.561 0.604
H -1.440 2.216 0.914 0.496 0.090 -0.594
H 0.391 -3.330 -1.696 -0.146 -0.482 0.031
H -1.216 0.938 3.224 0.055 0.455 1.250
H 0.419 1.159 3.074 0.370 -0.017 -0.910
H 2.539 4.750 -3.653 0.287 0.183 0.008
H -0.274 -2.425 5.594 0.250 -1.394 0.084
H 2.092 1.111 -3.491 -0.126 0.752 -0.476
H 3.636 -0.624 -5.447 0.251 -0.045 -0.026
H -0.347 -2.290 -2.818 -0.175 0.095 -0.246
H 0.860 5.026 2.153 0.159 0.330 0.482
H -0.598 2.567 3.122 -0.156 0.105 -0.477
H 1.320 5.062 -4.790 -0.838 -0.153 0.219
H 0.485 -0.244 1.010 -0.019 0.080 0.565
H -2.106 -5.355 -4.621 -0.218 -0.938 0.275
H 1.524 -1.352 3.477 -0.157 0.258 -0.248
H 4.350 -2.443 0.843 -0.286 -0.652 -0.053
H 0.075 -4.136 -4.238 -0.606 -0.251 -0.456
H 4.500 -1.643 3.212 0.301 -0.050 -0.686
H 4.329 0.225 -4.046 -0.240 -0.361 0.255
H 0.590 -2.614 9.081 0.318 0.191 0.861
H 1.152 -2.389 6.784 -0.163 -0.786 -0.137
H -1.926 0.650 1.281 0.274 -0.436 0.341
H -4.231 -4.728 3.728 -0.974 0.552 -0.353
H 0.180 0.736 -4.800 -0.294 0.602 -0.113
H -3.129 -2.997 5.042 -0.006 -0.037 0.099
H -2.330 0.704 -5.906 0.048 -0.020 -0.340
H -2.213 -3.800 -4.506 -1.199 0.792 0.512
H 2.288 3.168 0.954 0.202 0.079 -0.348
H 3.725 5.336 0.913 -0.369 0.267 -0.234
H -1.255 -2.217 3.242 -0.107 -0.374 0.274
H -1.150 -3.372 7.589 -0.510 0.155 0.400
H -2.574 -1.303 2.555 -0.024 -0.343 -0.452
H 1.172 5.657 0.591 0.346 -0.640 -0.334
H 2.296 3.387 2.662 0.345 -0.639 0.275
H -2.064 -0.858 4.058 0.054 -0.417 0.729
H 2.040 3.467 -4.635 -0.485 -0.316 0.148
H -4.051 0.556 -5.900 -0.218 0.000 0.276
H -2.703 -4.613 3.261 0.824 0.249 0.450
H -1.397 -3.181 -1.753 0.115 -0.183 0.293
H -0.154 5.812 -3.005 -0.566 0.631 0.615
H -3.759 -2.019 -6.069 -0.023 0.052 0.129
H -1.943 -0.255 -3.838 0.710 -0.295 0.249
H 3.324 -2.908 3.221 -0.006 -0.158 -0.335
H -0.002 3.294 -3.386 -1.097 0.481 0.235
H 1.323 1.613 -5.882 -0.239 -0.114 -0.180
H -0.122 -5.241 -2.912 -0.378 -0.573 -0.342
H 2.557 0.082 3.056 -0.049 -0.161 -0.249
H 2.530 -2.344 0.854 0.101 -0.622 0.212
H -2.013 -1.630 -6.319 -0.008 -0.299 0.056
```
Forces are in eV/Å.